# C4H2O2Zn

A structure of composition C4H2O2Zn (the ωB97M-V functional and the def2-TZVPD basis, OMol25).

Last column: Löwdin charge in e.
CARTESIAN COORDINATES (ANGSTROEM)
H  0.008  -1.293  -2.196  0.123
C  -0.814  0.615  3.587  0.188
C  0.687  -0.467  -1.732  -0.046
O  -1.516  1.707  -0.712  0.217
Zn  0.829  -0.632  1.200  1.060
C  -0.058  -0.412  -0.523  -0.363
H  1.777  -0.495  -1.735  0.068
C  -0.752  0.815  -0.667  -0.191
O  -0.161  0.162  2.778  -0.056

Calculated values
E_LUMO (spin up / spin down), hartree: -0.2435 / -0.2495
Charge: +1
Kohn-Sham gap (spin up / spin down), Ha: 0.2177 / 0.2378
Maximum force, eV/Å: 4.70
Multiplicity: 2

# C4H2O4S

A cluster of 2 separate species, C4H2O4S in total (the ωB97M-V functional and the def2-TZVPD basis, OMol25).

Last column: Löwdin charge in e.
CARTESIAN COORDINATES (ANGSTROEM)
C  -0.508  0.138  -0.412  -0.084
O  -2.317  0.166  -1.991  0.137
H  0.587  -0.230  1.404  0.090
O  -2.637  -0.675  0.055  -0.197
C  -0.290  -2.166  -2.136  0.039
C  -0.313  -0.289  0.823  -0.150
S  -1.845  -1.045  1.520  0.996
C  -1.897  -0.090  -0.903  -0.603
H  0.198  0.622  -1.067  0.127
O  -2.287  -0.148  2.550  -0.430
O  -0.292  -1.838  -3.214  0.076

Calculated values
E_LUMO, hartree: -0.0231
Charge: 0
Kohn-Sham gap, Ha: 0.3676
Maximum force, eV/Å: 1.74

# C4H2O5Yb

A structure of composition C4H2O5Yb (the ωB97M-V functional and the def2-TZVPD basis, OMol25).

Last column: Löwdin charge in e.
CARTESIAN COORDINATES (ANGSTROEM)
C  4.394  -3.700  1.085  -0.377
O  3.444  -3.101  0.775  0.015
C  0.499  -0.267  1.909  -0.310
Yb  1.647  -2.160  -0.912  1.118
H  -0.560  -2.085  4.662  0.107
C  -1.745  -0.699  3.539  -0.201
H  0.452  0.749  2.333  0.177
O  5.358  -4.253  1.381  0.283
O  -0.275  -1.157  2.500  -0.067
O  1.090  -0.541  0.887  -0.128
O  -2.489  0.206  3.486  0.228
C  -0.590  -1.138  4.119  0.156

Calculated values
E_LUMO (spin up / spin down), hartree: -0.1369 / -0.1487
Charge: +1
Kohn-Sham gap (spin up / spin down), Ha: 0.2096 / 0.3250
Maximum force, eV/Å: 6.61
Multiplicity: 2

# C4H2OYb

A structure of composition C4H2OYb (the ωB97M-V functional and the def2-TZVPD basis, OMol25).

Last column: Löwdin charge in e.
CARTESIAN COORDINATES (ANGSTROEM)
H  2.797  0.826  -0.466  0.058
Yb  -2.466  -0.818  0.918  1.473
C  0.005  -0.478  0.848  -0.265
H  3.272  -0.247  0.994  0.063
O  -3.533  0.101  -1.094  -0.099
C  -3.744  0.602  -2.093  0.145
C  2.497  0.148  0.335  -0.005
C  1.173  -0.134  0.558  -0.369

Calculated values
E_LUMO (spin up / spin down), hartree: -0.2038 / -0.2036
Charge: +1
Kohn-Sham gap (spin up / spin down), Ha: 0.1772 / 0.2463
Maximum force, eV/Å: 2.15
Multiplicity: 2

# C4H2S

A cluster of 2 separate species, C4H2S in total (the ωB97M-V functional and the def2-TZVPD basis, OMol25).

Last column: Löwdin charge in e.
CARTESIAN COORDINATES (ANGSTROEM)
S  2.450  0.131  0.549  0.607
H  -2.556  0.937  -0.969  0.031
C  -1.866  0.327  -0.489  0.214
C  -0.261  -1.154  0.767  0.069
C  -1.055  -0.318  0.206  -0.341
C  2.272  -0.340  -0.980  -0.485
H  1.016  0.417  0.917  -0.095

Calculated values
E_LUMO (spin up / spin down), hartree: -0.0641 / -0.0800
Charge: 0
Kohn-Sham gap (spin up / spin down), Ha: 0.2476 / 0.2464
Maximum force, eV/Å: 3.49

# C4H30BO23

A cluster of 16 separate species, C4H30BO23 in total (the ωB97M-V functional and the def2-TZVPD basis, OMol25).

Last column: Löwdin charge in e.
CARTESIAN COORDINATES (ANGSTROEM)
H  -2.221  3.071  1.122  0.040
H  -4.219  0.829  -2.950  0.008
H  -5.300  -2.762  -2.616  -0.013
O  -1.705  2.277  -3.151  -0.043
B  0.090  0.292  0.048  -0.899
H  -5.603  0.515  -3.477  0.027
H  4.984  0.988  -2.016  -0.011
O  -2.272  -0.970  -2.195  0.146
O  -4.051  0.264  1.591  -0.025
O  2.145  1.280  4.162  -0.055
O  0.201  1.638  0.562  0.211
H  -0.808  -3.173  0.875  -0.005
O  -2.383  -2.118  0.568  0.098
H  -4.066  -0.590  2.024  0.043
H  4.051  -0.414  2.818  0.035
O  -0.629  -4.062  1.183  -0.035
O  2.002  2.972  1.244  0.111
O  4.909  3.236  1.106  -0.060
O  4.894  1.683  -2.668  -0.056
H  -1.603  1.765  -2.349  -0.007
H  0.069  -3.957  1.829  0.049
H  2.603  0.454  4.011  -0.035
H  2.781  1.954  3.922  0.026
H  -4.808  0.250  1.006  0.056
H  -2.866  1.729  0.846  -0.009
H  -3.780  -4.961  1.628  0.033
H  -6.398  -3.056  -0.137  0.040
C  -1.638  -1.215  0.233  -0.368
H  0.254  4.196  0.226  -0.008
O  4.243  -2.122  -0.701  -0.047
H  5.644  1.562  -3.251  0.027
C  1.550  1.945  0.732  -0.241
O  -5.600  -3.150  -0.657  -0.036
H  5.236  3.472  0.238  0.026
C  -1.591  -0.653  -1.227  -0.261
H  3.705  -1.440  -0.299  -0.015
O  -2.571  2.531  0.413  -0.032
H  -1.024  4.364  -0.568  0.014
O  1.484  -0.229  0.038  0.232
O  3.633  0.370  0.589  0.032
H  4.014  -1.648  3.693  0.057
C  2.387  0.651  0.418  -0.252
O  -0.134  4.707  -0.483  -0.045
O  -3.377  -4.856  0.766  -0.051
H  -4.202  -1.781  -2.970  -0.016
H  6.269  -0.399  0.138  0.031
H  -2.654  -4.245  0.912  -0.026
O  -0.730  -0.577  0.933  0.251
H  3.959  3.188  1.000  -0.018
O  -5.144  0.841  -2.703  -0.057
H  5.144  -1.828  -0.564  -0.006
O  3.460  -0.947  3.349  -0.030
H  -0.939  2.053  -3.679  0.036
O  -0.562  0.274  -1.268  0.191
H  6.612  1.014  -0.285  0.045
O  6.365  0.157  -0.635  -0.046
O  -4.917  -2.288  -3.355  -0.069
H  -4.889  -3.082  -0.019  0.011

Calculated values
E_LUMO, hartree: 0.0671
Charge: -1
Kohn-Sham gap, Ha: 0.3624
Maximum force, eV/Å: 5.68

| no. | energy (eV) |
| --- | --- |
| 1 | -56679.7620 |
| 2 | -23203.7546 |
| 3 | -45936.5241 |
| 4 | -37745.8333 |
| 5 | -15004.3413 |
| 6 | -52412.7326 |